(1)
14
Properties=species:S:1:pos:R:3:mulliken_charge:R:1 method="wB97M-V/def2-TZVPD" total_energy_ev=-8372.418 multiplicity=1 lumo_energy_ev=0.888 gap_ev=10.8 homo_energy_ev=-9.929 smiles="CC(=O)CCO"
C -0.274 -1.688 1.094 -1.202
C 0.217 -0.305 0.799 0.768
O 1.303 0.112 1.154 -0.593
C -0.678 0.467 -0.159 -0.494
C 0.159 1.431 -0.986 -0.521
O 1.166 0.737 -1.695 -0.534
H -1.341 -1.719 1.333 0.343
H -0.168 -2.136 0.101 0.292
H 0.325 -2.223 1.832 0.334
H -1.202 -0.241 -0.816 0.312
H -1.452 0.982 0.427 0.337
H 0.591 2.187 -0.319 0.260
H -0.463 1.933 -1.731 0.365
H 1.817 0.462 -1.034 0.333

***

(2)
160
Properties=species:S:1:pos:R:3:mulliken_charge:R:1 method="wB97M-V/def2-TZVPD" total_energy_ev=-170745.233 multiplicity=2 lumo_energy_ev="-8.147 / -12.626" charge=+4 gap_ev="7.2 / 2.7" homo_energy_ev="-15.375 / -15.375"
C -3.425 4.392 -6.863 -0.763
C -3.343 4.805 -5.265 0.474
O -3.427 5.945 -4.831 -0.378
N -2.931 3.711 -4.287 0.709
H -2.482 2.915 -4.716 0.318
H -2.334 4.082 -3.562 -0.553
C -4.178 3.051 -3.596 -0.481
H -4.313 3.955 -7.321 0.346
H -2.613 3.682 -7.021 0.075
H -3.024 5.247 -7.407 0.356
H -3.728 2.233 -3.034 -0.197
H -4.822 2.609 -4.356 0.476
H -4.684 3.789 -2.973 0.423
C 3.394 -0.595 -1.993 -0.280
C 4.122 -1.615 -1.059 0.228
O 3.765 -2.780 -0.879 -0.488
N 5.260 -1.053 -0.190 -0.063
H 6.087 -1.568 -0.458 0.392
H 5.412 -0.069 -0.359 0.410
C 4.915 -1.231 1.336 -0.758
H 3.271 0.294 -1.375 -0.023
H 2.427 -0.989 -2.303 0.052
H 3.947 -0.270 -2.874 0.424
H 5.636 -0.576 1.824 0.422
H 5.194 -2.243 1.627 0.411
H 3.852 -1.123 1.553 0.157
C 2.475 4.853 -1.978 -0.230
C 2.586 6.325 -1.544 0.179
O 3.557 7.022 -1.265 -0.477
N 1.264 7.129 -1.465 0.121
H 1.355 7.992 -1.981 0.384
H 0.521 6.641 -1.944 0.023
C 0.904 7.417 0.003 -0.754
H 2.008 4.863 -2.963 0.003
H 1.982 4.220 -1.240 0.130
H 3.430 4.327 -1.993 0.491
H -0.138 7.728 0.080 0.324
H 1.675 8.071 0.410 0.393
H 1.076 6.509 0.580 0.329
C -5.681 -5.348 -2.948 -1.372
C -4.635 -4.809 -2.067 -0.173
N -3.526 -4.176 -2.772 0.447
C -3.527 -3.153 -3.702 -0.387
C -2.166 -2.891 -3.975 -0.919
N -1.417 -3.849 -3.306 0.323
C -2.240 -4.652 -2.632 -0.514
C 0.061 -3.924 -3.363 -0.913
H -6.466 -5.673 -2.265 0.430
H -5.300 -6.151 -3.579 0.363
H -6.182 -4.589 -3.548 0.372
H -4.213 -5.582 -1.425 0.380
H -5.025 -3.999 -1.451 0.017
H -4.500 -2.741 -3.928 0.664
H -1.713 -2.130 -4.593 0.512
H -1.931 -5.475 -2.005 0.699
H 0.524 -4.841 -3.729 0.396
H 0.411 -3.691 -2.357 0.332
H 0.420 -3.139 -4.029 0.282
C -4.947 -3.813 6.495 -1.663
C -3.959 -2.857 5.955 0.070
N -2.621 -3.388 6.097 0.491
C -2.078 -4.146 7.120 -0.466
C -0.809 -4.412 6.844 -0.662
N -0.484 -3.824 5.661 0.507
C -1.650 -3.164 5.173 -0.592
C 0.818 -3.932 5.026 -0.697
H -4.922 -3.866 7.584 0.436
H -4.747 -4.766 6.005 0.418
H -5.950 -3.523 6.183 0.407
H -4.085 -1.990 6.603 0.237
H -4.120 -2.659 4.895 0.239
H -2.735 -4.411 7.936 0.468
H -0.004 -4.900 7.374 0.525
H -1.571 -2.634 4.236 0.410
H 1.540 -4.462 5.647 0.427
H 1.231 -2.929 4.926 0.157
H 0.817 -4.263 3.987 0.185
C 0.747 1.456 -2.661 0.212
C -0.471 1.487 -1.659 -0.840
N -0.362 0.278 -0.804 0.751
C -0.935 -0.929 -1.099 -0.527
C -0.597 -1.736 -0.005 -1.351
N 0.308 -1.168 0.826 1.236
C 0.384 0.107 0.356 -0.893
C 1.005 -1.712 1.911 0.535
H 0.627 0.603 -3.329 0.416
H 1.746 1.500 -2.228 -0.074
H 0.747 2.370 -3.255 0.056
H -1.493 1.529 -2.035 -0.156
H -0.330 2.378 -1.047 0.250
H -1.536 -1.091 -1.982 0.720
H -0.900 -2.752 0.204 0.604
H 0.907 0.943 0.796 0.449
H 1.782 -1.043 2.279 -0.594
H 1.411 -2.700 1.693 0.578
H 0.305 -1.753 2.746 -0.559
C 0.630 3.165 -7.581 -1.277
C 1.270 2.959 -6.217 0.266
N 2.639 2.488 -6.266 0.358
C 3.101 1.369 -5.654 -0.205
C 4.424 1.129 -6.006 -0.698
N 4.835 2.183 -6.768 0.076
C 3.722 2.996 -6.926 -0.319
C 6.032 2.258 -7.599 -0.779
H -0.347 2.693 -7.480 0.259
H 1.214 2.735 -8.395 0.414
H 0.346 4.194 -7.802 0.372
H 0.720 2.167 -5.708 -0.029
H 1.250 3.807 -5.533 0.101
H 2.465 0.798 -4.993 0.463
H 5.155 0.367 -5.778 0.459
H 3.713 3.958 -7.416 0.488
H 5.563 2.537 -8.543 0.338
H 6.565 1.312 -7.507 0.346
H 6.660 3.019 -7.136 0.326
C 3.368 -0.267 4.762 -0.493
C 2.711 0.790 5.597 -0.651
N 3.359 0.803 6.872 0.326
C 3.235 -0.131 7.857 -0.260
C 4.215 0.052 8.820 -0.573
N 4.852 1.254 8.513 0.081
C 4.270 1.745 7.368 -0.177
C 6.134 1.776 9.071 -0.836
H 3.139 0.049 3.744 -0.095
H 3.001 -1.290 4.845 0.273
H 4.430 -0.481 4.878 0.498
H 1.672 0.571 5.842 0.086
H 2.724 1.748 5.076 0.455
H 2.462 -0.879 7.762 0.458
H 4.617 -0.590 9.589 0.449
H 4.774 2.444 6.716 0.389
H 6.221 1.648 10.150 0.337
H 6.094 2.845 8.865 0.352
H 6.958 1.307 8.533 0.343
Cl 3.389 2.145 0.831 -0.707
Cl -1.186 4.997 -2.143 -0.746
C -3.790 -4.735 1.664 0.548
F -3.866 -3.672 0.879 -0.147
F -4.182 -4.477 2.880 -0.151
F -4.410 -5.794 1.041 -0.239
S -1.879 -5.181 1.643 1.008
O -1.641 -6.415 2.427 -0.695
O -1.587 -5.391 0.270 -0.549
O -1.222 -3.982 2.220 -0.658
C -5.408 0.864 -0.462 0.649
F -4.934 2.105 -0.868 -0.173
F -4.678 0.309 0.462 -0.175
F -6.600 1.043 0.048 -0.180
S -5.476 -0.382 -1.973 0.975
O -6.185 0.313 -3.053 -0.422
O -4.048 -0.633 -2.276 -0.190
O -6.156 -1.575 -1.447 -0.364
C -2.659 0.127 3.607 0.344
F -2.498 -1.056 3.019 -0.038
F -3.176 1.061 2.774 -0.211
F -3.505 0.003 4.653 -0.244
S -1.003 0.926 4.191 1.023
O -0.315 -0.219 4.707 -0.595
O -0.327 1.545 3.017 -0.571
O -1.484 1.835 5.242 -0.664

***

(3)
15
Properties=species:S:1:pos:R:3:mulliken_charge:R:1 method="wB97M-V/def2-TZVPD" total_energy_ev=-11322.664 multiplicity=1 lumo_energy_ev=-3.788 charge=+1 gap_ev=10.7 homo_energy_ev=-14.520 smiles=C1CN2O[C@@]23O[C@H]3[NH2+]1
C -0.559 -0.415 -0.997 -0.565
C -0.887 -1.093 0.422 -0.377
N -0.662 0.000 1.427 -0.399
O 0.323 -0.202 2.441 -0.204
C 0.981 0.230 1.264 0.450
O 1.643 -0.463 0.276 -0.363
C 1.284 0.862 0.032 -0.003
N -0.025 1.005 -0.821 -0.225
H 0.273 -0.990 -1.476 0.353
H -1.555 -0.305 -1.656 0.372
H -1.975 -1.330 0.486 0.345
H -0.238 -1.892 0.629 0.370
H 1.968 1.678 -0.111 0.519
H 0.194 1.540 -1.659 0.337
H -0.766 1.376 -0.257 0.390

***

(4)
27
Properties=species:S:1:pos:R:3:mulliken_charge:R:1 method="wB97M-V/def2-TZVPD" total_energy_ev=-25354.494 multiplicity=6 lumo_energy_ev="-12.227 / -15.112" charge=+3 gap_ev="9.6 / 7.2" homo_energy_ev="-21.863 / -22.305"
Ru -1.324 -0.686 -0.709 0.437
C 1.001 -0.033 -1.866 -0.565
C 0.661 1.413 -1.413 -0.550
N -0.584 1.469 -0.634 -0.281
C -0.494 1.664 0.822 -0.296
C -1.178 0.520 1.614 -0.728
N -0.624 -0.837 1.468 -0.146
C 0.784 -1.179 1.660 -0.707
C 1.672 -0.763 0.465 -0.506
N 0.984 -1.029 -0.792 -0.082
H 0.290 -0.372 -2.665 0.410
H 1.991 0.008 -2.359 0.419
H 1.495 1.853 -0.855 0.327
H 0.562 2.008 -2.331 0.510
H -1.252 2.127 -1.058 0.296
H 0.543 1.797 1.144 0.273
H -1.022 2.584 1.105 0.514
H -1.158 0.818 2.679 0.454
H -2.270 0.476 1.350 0.488
H -1.195 -1.480 2.030 0.261
H 1.191 -0.732 2.580 0.323
H 0.840 -2.267 1.784 0.472
H 1.964 0.287 0.523 0.193
H 2.601 -1.348 0.540 0.492
H 1.188 -1.973 -1.148 0.245
S -3.874 -2.575 -2.308 0.320
C -2.795 -1.748 -1.628 0.427